1.
Density functional theory data (ωB97M-V/def2-TZVPD) for one molecule with the formula C20H31N5O4.

Output
* energy relative to the best compared isomer or geometry (same formula, charge and spin): 1.365 eV
* HOMO energy: -0.3115 Ha
* E_LUMO: 0.4 eV
* E: -1355.434838 hartree
* 2S+1: 1
* Kohn-Sham gap: 8.83 eV

Positions of all 60 atoms, in Å:
C: 8.849 0.829 -1.207
C: 7.542 0.381 -1.853
C: 7.112 1.401 -2.905
C: 6.423 0.127 -0.828
N: 6.334 1.064 0.272
N: 7.189 0.940 1.368
C: 7.037 2.106 2.102
C: 7.705 2.216 3.436
C: 7.947 3.674 3.785
O: 7.204 4.308 4.511
N: 9.045 4.218 3.221
C: 9.885 3.821 2.084
C: 10.382 5.289 2.012
C: 10.165 5.998 0.693
N: 11.096 5.553 -0.338
C: 12.434 6.121 -0.301
C: 10.648 4.753 -1.343
O: 9.506 4.306 -1.342
C: 11.659 4.440 -2.429
C: 11.211 3.828 -3.754
O: 12.070 3.553 -4.574
N: 9.890 3.672 -3.970
C: 9.423 3.128 -5.209
C: 8.082 3.581 -5.693
C: 9.332 4.040 -6.393
C: 9.365 5.638 3.127
C: 6.277 2.992 1.434
C: 5.810 2.344 0.208
O: 5.125 2.761 -0.711
H: 8.725 1.799 -0.720
H: 9.211 0.114 -0.466
H: 9.617 0.947 -1.973
H: 7.708 -0.579 -2.354
H: 6.970 2.385 -2.456
H: 7.869 1.479 -3.687
H: 6.167 1.119 -3.372
H: 5.452 0.148 -1.322
H: 6.544 -0.866 -0.384
H: 7.047 0.074 1.878
H: 7.070 1.798 4.218
H: 8.647 1.662 3.417
H: 10.639 3.072 2.330
H: 9.319 3.503 1.205
H: 11.414 5.393 2.346
H: 9.154 5.813 0.333
H: 10.288 7.078 0.822
H: 13.189 5.391 -0.584
H: 12.526 6.995 -0.952
H: 12.649 6.435 0.718
H: 12.203 5.343 -2.708
H: 12.413 3.762 -2.021
H: 9.273 3.766 -3.172
H: 9.720 2.104 -5.402
H: 7.447 2.856 -6.181
H: 7.558 4.301 -5.078
H: 9.647 5.062 -6.241
H: 9.563 3.625 -7.363
H: 8.514 6.239 2.796
H: 9.766 6.069 4.044
H: 6.036 4.000 1.727

Atoms 1-3, force components in eV/Å:
0.03 -0.12 0.02
-0.10 0.19 -0.01
-0.02 -0.01 -0.01

=====

2.
Density functional theory data (ωB97M-V/def2-TZVPD) for one molecule with the formula C5H11N at a distorted geometry.

Output
* energy relative to the best compared isomer or geometry (same formula, charge and spin): 3.660 eV
* HOMO energy (alpha / beta): -0.2403 / -0.2467 Ha
* E_LUMO (alpha / beta): 1.0 / 1.0 eV
* E: -251.728022 hartree
* 2S+1: 1
* Kohn-Sham gap (alpha / beta): 7.54 / 7.71 eV

Positions of all 17 atoms, in Å:
C: 0.555 -0.502 1.536
C: 1.392 0.986 -0.320
N: 0.078 0.804 -0.547
C: -0.516 1.404 -1.576
C: -0.565 -0.106 0.435
C: -0.992 -1.422 -0.230
H: 1.616 -0.682 1.242
H: 0.658 0.231 2.344
H: 0.249 -1.464 1.932
H: 1.645 1.360 0.661
H: 2.083 0.969 -1.136
H: -0.023 2.291 -1.957
H: -1.427 1.038 -2.034
H: -1.502 0.403 0.763
H: -1.707 -1.341 -1.060
H: -1.455 -2.055 0.537
H: -0.088 -1.914 -0.592

Atoms 1-3, force components in eV/Å:
-0.79 -0.06 0.20
0.42 0.77 -0.29
0.27 -0.05 0.03

=====

3.
Density functional theory data (ωB97M-V/def2-TZVPD) for one molecule with the formula C21H24N4O.

Output
* energy relative to the best compared isomer or geometry (same formula, charge and spin): 1.668 eV
* HOMO energy: -0.2833 Ha
* E_LUMO: 0.7 eV
* E: -1108.905571 hartree
* 2S+1: 1
* Kohn-Sham gap: 8.44 eV

Positions of all 50 atoms, in Å:
C: -3.039 -2.814 2.298
C: -1.980 -2.237 1.359
N: -2.573 -1.593 0.205
C: -2.620 -2.388 -0.993
C: -1.268 -2.382 -1.758
N: -0.603 -1.106 -1.688
C: 0.360 -0.883 -0.754
O: 0.853 -1.777 -0.090
C: 0.740 0.533 -0.616
C: -0.056 1.663 -0.704
C: 0.748 2.719 -0.247
C: 0.381 4.154 -0.125
N: 1.944 2.267 0.090
N: 1.941 0.956 -0.129
C: 3.114 0.215 0.075
C: 3.490 -0.789 -0.808
C: 4.660 -1.491 -0.583
C: 5.464 -1.183 0.502
C: 5.100 -0.161 1.364
C: 3.928 0.539 1.154
C: -2.917 -0.261 0.214
C: -2.854 0.499 1.393
C: -3.192 1.836 1.407
C: -3.629 2.476 0.261
C: -3.718 1.742 -0.908
C: -3.363 0.406 -0.938
H: -2.562 -3.296 3.147
H: -3.647 -3.550 1.776
H: -3.696 -2.028 2.663
H: -1.338 -1.532 1.892
H: -1.328 -3.038 1.005
H: -2.857 -3.420 -0.721
H: -3.421 -2.034 -1.642
H: -0.579 -3.098 -1.303
H: -1.432 -2.658 -2.803
H: -1.059 -0.310 -2.105
H: -1.081 1.729 -1.008
H: 0.176 4.577 -1.107
H: 1.198 4.701 0.336
H: -0.517 4.259 0.483
H: 2.875 -1.017 -1.665
H: 4.949 -2.277 -1.264
H: 6.377 -1.734 0.671
H: 5.730 0.087 2.205
H: 3.627 1.340 1.812
H: -2.538 0.048 2.318
H: -3.119 2.384 2.336
H: -3.897 3.522 0.277
H: -4.057 2.214 -1.820
H: -3.442 -0.106 -1.885

Atoms 1-3, force components in eV/Å:
0.23 0.12 -0.12
-0.19 -0.10 0.37
0.05 -0.14 -0.07

=====

4.
Density functional theory data (ωB97M-V/def2-TZVPD) for C28H22ClN4O3W as an isolated structure.

Output
* charge: +3
* HOMO energy: -0.6272 Ha
* E_LUMO: -11.4 eV
* E: -2051.313774 hartree
* 2S+1: 1
* Kohn-Sham gap: 5.62 eV

Positions of all 59 atoms, in Å:
W: 0.898 0.213 0.030
Cl: -4.311 -0.722 5.051
C: -2.912 -0.526 4.086
C: -1.781 -1.315 4.346
C: -0.622 -1.189 3.595
C: -0.617 -0.264 2.570
O: 0.522 -0.088 1.838
C: -1.732 0.538 2.281
C: -1.681 1.500 1.249
N: -0.712 1.644 0.371
C: -0.826 2.705 -0.590
C: -1.781 3.691 -0.660
C: -1.721 4.659 -1.683
C: -0.721 4.651 -2.616
C: 0.293 3.665 -2.552
C: 1.377 3.582 -3.444
C: 2.332 2.599 -3.283
C: 2.215 1.710 -2.224
N: 1.187 1.753 -1.362
C: 0.222 2.709 -1.521
C: -2.893 0.404 3.070
H: -1.820 -2.026 5.161
H: 0.255 -1.780 3.818
H: -2.530 2.172 1.185
H: -2.587 3.767 0.056
H: -2.486 5.422 -1.718
H: -0.689 5.398 -3.398
H: 1.461 4.296 -4.254
H: 3.174 2.511 -3.953
H: 2.963 0.940 -2.074
H: -3.762 1.020 2.880
C: 5.023 0.985 0.954
C: 3.903 0.118 0.516
O: 2.723 0.681 0.437
C: 4.054 -1.246 0.266
C: 2.996 -2.096 -0.006
C: 3.106 -3.575 -0.046
N: 1.782 -1.529 -0.233
N: 0.649 -2.273 -0.145
C: -0.386 -1.716 -0.797
O: -0.129 -0.552 -1.427
C: -1.700 -2.280 -0.790
C: -2.706 -1.693 -1.576
C: -3.956 -2.274 -1.615
C: -4.208 -3.426 -0.873
C: -3.216 -4.008 -0.087
C: -1.959 -3.444 -0.043
H: 4.723 2.028 0.986
H: 5.882 0.853 0.295
H: 5.340 0.669 1.953
H: 5.041 -1.669 0.392
H: 4.146 -3.886 -0.006
H: 2.631 -3.972 -0.944
H: 2.576 -3.992 0.815
H: -2.499 -0.810 -2.166
H: -4.736 -1.846 -2.228
H: -5.190 -3.881 -0.915
H: -3.429 -4.907 0.474
H: -1.176 -3.896 0.550

Atoms 1-3, force components in eV/Å:
-0.04 0.01 -0.09
0.04 0.01 -0.03
-0.10 0.02 0.01

=====

What is the 2S+1 in the third record? 1

=====

Which of these has the lowest E? C28H22ClN4O3W

=====

Which value of E does entry 4 give? -2051.313774 hartree